(1)
DFT (ωB97M-V with the def2-TZVPD basis set) results for C59H71BrN2O3OsPS2 as an isolated structure in a non-equilibrium geometry.

HOMO-LUMO gap (spin up / spin down)	5.72 / 5.72	eV
charge	-1
E_tot	-6428.6561	a.u.

CARTESIAN COORDINATES (ANGSTROEM)
1 Os -0.62138 -0.51534 0.73186
2 C -2.67117 -3.33815 2.48145
3 C -1.83027 -3.24697 1.20753
4 C -2.53916 -3.90034 0.02689
5 C -0.44933 -3.81228 1.48900
6 C -0.34000 -5.18490 1.69354
7 C 0.84375 -5.75835 2.12445
8 C 1.89399 -4.93888 2.50294
9 C 1.82733 -3.55917 2.34281
10 C 2.83670 -2.71919 3.13083
11 C 2.24407 -1.43842 3.72355
12 C 4.18564 -2.46196 2.45160
13 C 0.70493 -3.03975 1.67072
14 N 0.78130 -1.73354 1.11725
15 C 1.88043 -1.40356 0.41851
16 C 1.93555 -0.05227 0.09368
17 N 0.92187 0.69780 0.54245
18 C 1.21665 2.10922 0.63430
19 C 0.27759 3.12091 0.36003
20 C 0.68989 4.44767 0.37285
21 C 1.99167 4.80838 0.64883
22 C 2.88550 3.82432 1.01339
23 C 2.51856 2.48257 1.06389
24 C 3.54782 1.57990 1.74796
25 C 4.87871 1.53475 0.99580
26 C 3.75480 2.01998 3.20059
27 C -1.18232 2.86633 0.11770
28 C -1.76864 3.62472 -1.07133
29 C -1.97929 3.15868 1.39341
30 H -3.63252 -2.84666 2.33767
31 H -2.17495 -2.85024 3.31909
32 H -2.83283 -4.38921 2.73371
33 H -1.77227 -2.16178 0.99437
34 H -2.76028 -4.94634 0.24912
35 H -1.94152 -3.85763 -0.88157
36 H -3.48554 -3.39253 -0.16658
37 H -1.20452 -5.81229 1.51887
38 H 0.91870 -6.83230 2.23735
39 H 2.76588 -5.36328 2.98923
40 H 3.05213 -3.36017 3.99160
41 H 2.09752 -0.65311 2.98680
42 H 2.91430 -1.05511 4.49649
43 H 1.27171 -1.62694 4.18289
44 H 4.11766 -1.67313 1.70264
45 H 4.56615 -3.36238 1.96516
46 H 4.92023 -2.14474 3.19533
47 H 2.62139 -2.13451 0.13213
48 H 2.76594 0.38190 -0.44436
49 H -0.03646 5.21371 0.13737
50 H 2.29686 5.84724 0.61474
51 H 3.89016 4.10076 1.30835
52 H 3.17214 0.56558 1.79573
53 H 5.36206 2.51319 0.98346
54 H 4.74277 1.22831 -0.04324
55 H 5.56449 0.83050 1.47323
56 H 4.18331 3.02201 3.25933
57 H 4.43113 1.33041 3.71220
58 H 2.80614 2.03166 3.74033
59 H -1.27035 1.81436 -0.10786
60 H -1.76010 4.70527 -0.91091
61 H -2.80948 3.32329 -1.21560
62 H -1.21962 3.39929 -1.98365
63 H -1.97776 4.23114 1.60512
64 H -1.55654 2.64342 2.25663
65 H -3.01886 2.83960 1.27855
66 C -4.00993 -1.79003 -6.36371
67 C -4.48799 -2.26334 -4.98466
68 C -4.75169 -3.77544 -5.03133
69 C -5.80427 -1.55588 -4.66520
70 C -3.41580 -1.96829 -3.93807
71 C -3.65524 -1.20263 -2.81390
72 C -2.61909 -1.00746 -1.91690
73 Br -2.96247 0.02552 -0.34951
74 C -1.33914 -1.53774 -2.03337
75 O -0.41485 -1.34734 -1.12541
76 C -1.09007 -2.33366 -3.18889
77 C -2.13023 -2.50712 -4.08495
78 C 0.27851 -2.98874 -3.41606
79 C 0.58696 -3.96703 -2.27253
80 C 0.31437 -3.78210 -4.72468
81 C 1.38292 -1.92625 -3.49284
82 H -4.77179 -1.99780 -7.12037
83 H -3.09066 -2.29336 -6.66453
84 H -3.80987 -0.71743 -6.35642
85 H -5.55329 -4.00202 -5.73999
86 H -5.04553 -4.14581 -4.04693
87 H -3.86048 -4.32303 -5.34206
88 H -6.53843 -1.77979 -5.44222
89 H -5.67631 -0.47242 -4.62723
90 H -6.21876 -1.88749 -3.71063
91 H -4.61745 -0.74997 -2.62222
92 H -1.94088 -3.10166 -4.96711
93 H -0.16312 -4.76168 -2.21699
94 H 0.61833 -3.45473 -1.31230
95 H 1.56003 -4.43584 -2.44673
96 H -0.42238 -4.58959 -4.74160
97 H 1.30316 -4.23377 -4.82898
98 H 0.15256 -3.13823 -5.59132
99 H 1.49479 -1.39585 -2.55097
100 H 1.16336 -1.17702 -4.25521
101 H 2.33025 -2.41474 -3.74600
102 O -2.88367 -0.20745 2.97602
103 C -1.81309 0.27452 3.32341
104 O -0.73984 0.32853 2.60728
105 C -1.65092 0.89532 4.68961
106 C -2.74796 0.94150 5.54153
107 C -2.62733 1.50080 6.80463
108 C -1.40697 2.01513 7.22239
109 C -0.30895 1.97079 6.37346
110 C -0.43019 1.41294 5.10917
111 H -3.68633 0.53258 5.19112
112 H -3.48455 1.53560 7.46553
113 H -1.31203 2.45165 8.20913
114 H 0.64300 2.37361 6.69688
115 H 0.41202 1.37251 4.43130
116 S 0.43884 1.67045 -6.07675
117 P 1.03295 2.31179 -4.30052
118 S 0.50660 1.34877 -2.64702
119 C 0.54867 4.07112 -4.06944
120 C -0.49779 4.62778 -4.79112
121 C -0.93168 5.91995 -4.51668
122 C -0.31617 6.66752 -3.52426
123 C 0.73810 6.11708 -2.80281
124 C 1.16103 4.82576 -3.06949
125 C 2.86728 2.48822 -4.31673
126 C 3.65901 1.91890 -3.32985
127 C 5.04341 2.04443 -3.37013
128 C 5.64670 2.74593 -4.40158
129 C 4.85958 3.32160 -5.39372
130 C 3.48175 3.19018 -5.35284
131 H -0.96209 4.03230 -5.56864
132 H -1.75380 6.34293 -5.08191
133 H -0.65722 7.67310 -3.30818
134 H 1.22125 6.69153 -2.02075
135 H 1.96506 4.38860 -2.48700
136 H 3.16285 1.37696 -2.53281
137 H 5.65123 1.59553 -2.59264
138 H 6.72534 2.84142 -4.43870
139 H 5.32612 3.86828 -6.20459
140 H 2.86655 3.62009 -6.13474

Mulliken population analysis, charges in e, atoms 1 to 2:
1. Os 0.78
2. C -1.91

(2)
DFT (ωB97M-V with the def2-TZVPD basis set) results for C59H75Br4GeInN6O2P3 as an isolated structure.

HOMO-LUMO gap (spin up / spin down)	7.23 / 4.99	eV
charge	0
E_tot	-16359.3266	a.u.
2S+1	2
energy relative to the best compared isomer or geometry (same formula, charge and spin)	37.5	kcal per mole

CARTESIAN COORDINATES (ANGSTROEM)
1 In 0.83716 -1.47587 -0.21347
2 C 1.82088 4.29220 -3.53829
3 C 2.04461 2.91740 -2.90828
4 C 1.73881 1.81973 -3.93461
5 P 1.09665 2.48373 -1.35313
6 C -0.42608 3.55376 -1.57601
7 N -1.40123 3.31497 -0.56390
8 Ge -1.93536 1.14177 0.34053
9 N -2.66570 0.52656 2.17650
10 C -2.22258 -0.64006 2.91277
11 P -0.43370 -1.06740 2.70097
12 C -0.27206 -2.42937 3.96567
13 C -0.75234 -2.16323 5.39083
14 C -0.95929 -3.67861 3.38854
15 C 0.40563 0.44280 3.41939
16 C 1.80840 0.06365 3.89559
17 C -0.36187 1.23116 4.47833
18 C -3.89817 1.00238 2.51625
19 C -4.75997 0.41909 3.46474
20 C -5.98639 0.98760 3.76020
21 C -6.41533 2.13746 3.11351
22 C -5.58948 2.71749 2.16226
23 C -4.35227 2.17008 1.87820
24 N -3.45400 2.74293 0.89362
25 C -2.65860 3.85549 1.32012
26 C -2.88502 4.57821 2.47018
27 C -2.11730 5.70750 2.74061
28 C -1.13445 6.11304 1.83957
29 C -0.86523 5.37033 0.71037
30 C -1.59130 4.18937 0.43648
31 C -4.13996 3.00271 -0.36600
32 C -4.75444 4.20351 -0.65138
33 C -5.44390 4.36381 -1.84781
34 C -5.49892 3.30584 -2.74144
35 C -4.84882 2.10908 -2.47490
36 C -4.13496 1.93831 -1.28040
37 N -3.40973 0.82840 -0.94018
38 C -3.32989 -0.23435 -1.92664
39 P -2.35773 -1.67568 -1.27850
40 C -3.68024 -2.68532 -0.41505
41 C -4.56801 -3.56628 -1.28896
42 C -4.55127 -1.78339 0.46640
43 C -2.00811 -2.59066 -2.88805
44 C -0.64450 -2.13704 -3.42309
45 C -3.05157 -2.45402 -3.99881
46 C 1.92382 3.43374 0.03487
47 C 2.90963 2.51157 0.75911
48 C 2.59640 4.75522 -0.32554
49 H 2.47596 4.40279 -4.40714
50 H 2.03596 5.11061 -2.85332
51 H 0.79324 4.39923 -3.89105
52 H 3.09475 2.82335 -2.61040
53 H 0.68561 1.85576 -4.22863
54 H 1.94973 0.83317 -3.52434
55 H 2.33719 1.95839 -4.83983
56 H -0.85172 3.25360 -2.54038
57 H -0.11810 4.60129 -1.63882
58 H -2.77131 -1.55154 2.62811
59 H -2.39575 -0.46427 3.97878
60 H 0.80356 -2.62354 3.99684
61 H -1.80380 -1.87123 5.41432
62 H -0.16505 -1.39289 5.89133
63 H -0.65863 -3.08059 5.97843
64 H -2.03531 -3.64949 3.58043
65 H -0.56221 -4.58273 3.85534
66 H -0.80057 -3.75905 2.31150
67 H 0.51303 1.09320 2.54097
68 H 1.76463 -0.49133 4.83518
69 H 2.40734 0.96141 4.06612
70 H 2.32753 -0.55757 3.16133
71 H -0.57448 0.62640 5.36038
72 H -1.30268 1.61316 4.07771
73 H 0.23695 2.08870 4.79911
74 H -4.46828 -0.49270 3.96661
75 H -6.62118 0.52010 4.50323
76 H -7.37957 2.57343 3.33700
77 H -5.91379 3.60911 1.64204
78 H -3.67125 4.27530 3.14910
79 H -2.30431 6.28371 3.63639
80 H -0.57313 7.01944 2.02859
81 H -0.08493 5.69472 0.03514
82 H -4.69475 5.02281 0.05636
83 H -5.93707 5.29998 -2.07221
84 H -6.05075 3.41186 -3.66723
85 H -4.89093 1.30691 -3.19884
86 H -2.84689 0.11872 -2.85043
87 H -4.33764 -0.57814 -2.18837
88 H -3.09575 -3.33611 0.24110
89 H -5.20408 -2.96325 -1.94017
90 H -5.22354 -4.15572 -0.64177
91 H -3.99102 -4.26519 -1.89192
92 H -5.31725 -1.27446 -0.12303
93 H -3.96779 -1.01673 0.97222
94 H -5.06170 -2.38366 1.22318
95 H -1.93255 -3.64355 -2.60158
96 H -0.61993 -1.04972 -3.55310
97 H -0.43233 -2.60180 -4.38867
98 H 0.15634 -2.41463 -2.73797
99 H -3.17062 -1.41529 -4.31021
100 H -4.02488 -2.84498 -3.71255
101 H -2.71334 -3.02170 -4.86931
102 H 1.09456 3.63907 0.72243
103 H 3.70728 2.18483 0.08969
104 H 2.40910 1.61567 1.13188
105 H 3.36349 3.02882 1.60843
106 H 3.39117 4.60993 -1.06036
107 H 3.04659 5.19047 0.57044
108 H 1.88515 5.48292 -0.72136
109 Br -0.80165 -8.53550 -1.91978
110 C 0.29305 -7.04177 -1.55238
111 C 1.57298 -6.97202 -2.10862
112 Br 2.22231 -8.32649 -3.25317
113 C 2.35930 -5.86544 -1.80746
114 Br 4.10410 -5.66978 -2.51723
115 C 1.88274 -4.85077 -1.00496
116 O 2.69264 -3.72886 -0.80244
117 C 0.57321 -4.84320 -0.45500
118 O 0.11267 -3.86701 0.23320
119 C -0.17642 -6.02293 -0.73833
120 Br -1.88897 -6.09445 0.04556
121 N 3.36177 -1.08841 -1.79594
122 C 4.37911 -1.06318 -2.35080
123 N 5.54264 -1.03245 -2.97151
124 C 5.73394 -1.78581 -4.21294
125 C 5.62772 -0.85409 -5.41776
126 C 6.62002 0.30231 -5.27280
127 C 6.35813 1.06262 -3.97009
128 C 6.44180 0.10673 -2.78081
129 H 4.99808 -2.58680 -4.25337
130 H 6.73038 -2.23589 -4.17867
131 H 4.60882 -0.45808 -5.46969
132 H 5.81902 -1.41762 -6.33255
133 H 6.54003 0.97906 -6.12459
134 H 7.64011 -0.09567 -5.25770
135 H 5.35702 1.50312 -4.00440
136 H 7.07828 1.87211 -3.83733
137 H 6.18441 0.60692 -1.84847
138 H 7.46019 -0.28310 -2.69520
139 C 3.02982 -3.46469 0.43064
140 C 3.29366 -3.11389 1.54864
141 C 3.80572 -2.74683 2.83456
142 C 3.36199 -3.38155 3.99557
143 C 3.90203 -3.04127 5.22569
144 C 4.88442 -2.06553 5.31468
145 C 5.31713 -1.41638 4.16587
146 C 4.78075 -1.74936 2.93339
147 H 2.60036 -4.14755 3.92185
148 H 3.55665 -3.54453 6.12010
149 H 5.31400 -1.81421 6.27605
150 H 6.08365 -0.65442 4.22912
151 H 5.10991 -1.24993 2.03117

Mulliken population analysis, charges in e, atoms 1 to 2:
1. In 1.75
2. C -1.79